<A>
DFT (ωB97M-V with the def2-TZVPD basis set) results for the molecule C4H6ClNOS.

```
! wB97M-V def2-TZVPD RIJCOSX def2/J DEFGRID3
* xyz 0 1
O -1.11707 2.52163 0.09590
C -0.47275 1.47168 0.00534
N 0.70330 1.40587 -0.67391
S 1.98007 0.31310 -0.49224
C 0.93051 -1.16731 -0.37202
C -0.03817 -1.00420 0.71896
C -1.03565 0.12897 0.43379
Cl -2.21779 -0.38570 -0.84752
H 1.03336 2.31046 -1.07802
H 0.49862 -1.26674 -1.36369
H 1.62968 -1.99903 -0.13283
H -0.59660 -1.93562 0.76995
H 0.41460 -0.65237 1.65645
H -1.71212 0.25926 1.27985
*
```

The SMILES is O=C1NSCC[C@@H]1Cl. The orbital gap comes out at 9.3 eV. For the HOMO energy, the calculation gives -8.72 eV.



<B>
DFT (ωB97M-V with the def2-TZVPD basis set) results for a structure of composition C4H6ClNOS.

```
! wB97M-V def2-TZVPD RIJCOSX def2/J DEFGRID3
* xyz 0 1
C -0.42803 1.06041 0.88940
C -0.66787 -0.33660 0.34215
C 1.81710 -0.90406 -0.10189
C -1.86663 -0.59578 -0.44866
H 1.56377 1.42364 0.33581
H 0.32700 1.26008 1.67482
H -1.37795 1.70657 0.92973
H 0.12964 -1.84035 -1.11767
H 2.44379 -1.55760 -0.77972
H -1.97616 -1.27169 -1.46623
N 0.41659 -1.28705 0.00083
O 2.38354 0.16780 0.32238
S 0.49949 1.85884 -0.59968
Cl -3.26428 0.31579 0.01874
*
```

The orbital gap comes out at 8.2 eV. For the HOMO energy, the calculation gives -8.24 eV.



Most stable: <A> (next structure +4.445 eV)



<A>
DFT (ωB97M-V with the def2-TZVPD basis set) results for the molecule C4H6ClNOS.

```
! wB97M-V def2-TZVPD RIJCOSX def2/J DEFGRID3
* xyz 0 1
N 0.47649 -1.20783 1.36190
C 0.96839 -0.34168 0.36251
S 2.33227 -0.55903 -0.65751
C 0.17623 0.89244 0.19972
O 0.77042 2.06899 -0.13299
C -1.07840 0.80324 1.16008
C -1.24220 0.55339 -0.34050
Cl -2.22697 -0.70688 -0.68879
H 1.19934 -2.10136 1.83023
H -0.49386 -1.41447 1.60539
H 1.46092 1.49009 -0.58445
H -1.34329 0.09574 1.98472
H -1.19684 1.90305 1.42965
H -1.52694 1.44683 -0.79623
*
```

The SMILES is NC(=S)[C@]1(O)C[C@@H]1Cl. The orbital gap comes out at 9.1 eV. For the HOMO energy, the calculation gives -9.18 eV.



<B>
DFT (ωB97M-V with the def2-TZVPD basis set) results for a structure of composition C4H6ClNOS.

```
! wB97M-V def2-TZVPD RIJCOSX def2/J DEFGRID3
* xyz 0 1
C 0.90221 -0.42171 0.14287
C 0.15887 0.77446 0.10940
C -1.00522 1.24102 1.05376
C -1.43487 0.66785 -0.26104
H 0.77073 -2.19135 0.93470
H -0.97294 -1.49817 0.46347
H 1.66770 1.84433 -0.54634
H -1.14014 0.69856 2.12102
H -0.93266 2.32981 1.12751
H -1.51395 1.46716 -1.05736
N 0.09165 -1.37755 0.74294
O 0.65318 1.97534 -0.42227
S 2.56005 -0.53522 -0.21784
Cl -2.14309 -0.81273 -0.44999
*
```

The orbital gap comes out at 9.0 eV. For the HOMO energy, the calculation gives -8.69 eV.



Most stable: <B> (next structure +0.903 eV)



<A>
DFT (ωB97M-V with the def2-TZVPD basis set) results for the ion CHF2OS2 with charge -1.

```
! wB97M-V def2-TZVPD RIJCOSX def2/J DEFGRID3
* xyz -1 1
C -0.05832 -0.22421 -0.72194
O -0.08921 -1.11946 2.08598
F 0.53024 -1.33569 -1.20764
F 0.11004 0.71654 -1.68691
S -0.11285 2.02888 1.21806
S 0.75005 0.33816 0.88607
H -1.12994 -0.40423 -0.57362
*
```

The orbital gap (spin up / spin down) comes out at 7.7 / 7.7 eV. For the HOMO energy (spin up / spin down), the calculation gives -3.93 / -3.94 eV.



<B>
DFT (ωB97M-V with the def2-TZVPD basis set) results for the ion CHF2OS2 with charge -1.

```
! wB97M-V def2-TZVPD RIJCOSX def2/J DEFGRID3
* xyz -1 1
C 0.74628 -0.03103 0.23879
O -1.20071 -1.08717 -1.25950
F 1.50548 -1.14805 0.10980
F 0.84466 0.47154 1.47940
S -1.74512 1.53382 -0.13919
S -1.15155 -0.38708 0.04105
H 1.00095 0.64795 -0.47037
*
```

The orbital gap comes out at 7.4 eV. For the HOMO energy, the calculation gives -3.50 eV.



Most stable: <B> (next structure +2.306 eV)



<A>
DFT (ωB97M-V with the def2-TZVPD basis set) results for a structure of composition C3H7NORb.

```
! wB97M-V def2-TZVPD RIJCOSX def2/J DEFGRID3
* xyz 1 1
Rb -2.82121 -1.97753 1.32057
C 1.88564 0.16589 0.69298
C 0.47209 0.52082 0.50641
O -0.16422 0.94985 1.45810
N -0.00742 0.21660 -0.68021
C -1.42807 0.15456 -0.94479
H 2.10573 -0.40163 1.59718
H 2.61875 0.92799 0.42868
H 2.07780 -0.58327 -0.07508
H 0.63846 -0.39010 -1.16483
H -1.60157 0.55861 -1.94215
H -2.00173 0.73681 -0.22368
H -1.77427 -0.87860 -0.97317
*
```

The orbital gap comes out at 8.8 eV. For the HOMO energy, the calculation gives -12.97 eV.



<B>
DFT (ωB97M-V with the def2-TZVPD basis set) results for a structure of composition C3H7NORb.

```
! wB97M-V def2-TZVPD RIJCOSX def2/J DEFGRID3
* xyz 1 1
Rb 3.32717 1.16007 -2.07490
C 0.66724 -1.67780 0.03650
C 0.38849 -0.16687 0.04070
O 1.36787 0.49846 -0.30879
N -0.80736 0.17128 0.45412
C -1.32675 1.48273 0.28119
H 1.53715 -1.92332 0.64565
H 0.82191 -2.25985 -0.87201
H -0.18757 -2.21191 0.45139
H -1.53648 -0.52744 0.47038
H -1.27285 1.87838 -0.73303
H -0.65212 2.08050 0.89409
H -2.32672 1.49574 0.71477
*
```

The orbital gap comes out at 9.8 eV. For the HOMO energy, the calculation gives -13.47 eV.



Most stable: <B> (next structure +0.763 eV)



<A>
DFT (ωB97M-V with the def2-TZVPD basis set) results for a cluster of 2 separate species, C4H10NS in total.

```
! wB97M-V def2-TZVPD RIJCOSX def2/J DEFGRID3
* xyz 1 3
C 0.29025 -1.40050 -1.42390
C 1.34579 -0.31802 -1.23040
C 0.68279 -0.93124 -0.09417
C -0.67102 1.65879 1.21462
N -1.24065 0.66406 0.30268
S 1.05178 -1.28289 1.52708
H -0.80445 -1.42848 -1.75463
H 0.63930 -2.33484 -1.76766
H 2.39052 -0.43495 -1.41509
H 1.01984 0.76036 -1.44671
H 0.35271 1.98035 1.10231
H -1.32434 2.44909 1.14312
H -0.62988 1.20510 2.34021
H -0.90323 0.82981 -0.64626
H -2.23495 0.61796 0.22209
H 0.03556 -2.03460 1.92669
*
```

As for the expectation value of S²: 2.01. The orbital gap (spin up / spin down) comes out at 8.3 / 5.7 eV. For the HOMO energy (spin up / spin down), the calculation gives -11.44 / -14.38 eV.



<B>
DFT (ωB97M-V with the def2-TZVPD basis set) results for a structure of composition C4H10NS.

```
! wB97M-V def2-TZVPD RIJCOSX def2/J DEFGRID3
* xyz 1 3
C -0.85749 1.81965 0.51424
C -1.72853 0.63271 0.47479
C 0.33173 0.03183 -1.05672
C 1.25202 -1.67101 -0.51559
N -0.28821 0.48471 0.22277
S 1.19035 -1.94557 1.15688
H -0.83069 2.59269 -0.35343
H -0.62008 2.16157 1.42734
H -1.99702 0.17800 1.36751
H -2.18038 0.48762 -0.52670
H -0.40051 -0.09535 -1.76883
H 0.93805 0.90084 -1.26318
H 0.49052 -2.48276 -0.91569
H 2.09849 -1.64719 -1.24450
H 0.22035 0.05674 1.03400
H 2.38141 -1.50449 1.44712
*
```

As for the expectation value of S²: 2.01. The orbital gap (spin up / spin down) comes out at 6.2 / 7.9 eV. For the HOMO energy (spin up / spin down), the calculation gives -9.02 / -15.21 eV.



Most stable: <A> (next structure +1.973 eV)